i | Computed, not measured: a structure of composition C3H5N2, with ωB97M-V/def2-TZVPD.

Structure (ORCA input):
```
! wB97M-V def2-TZVPD RIJCOSX def2/J DEFGRID3
* xyz 1 1
N -0.54 0.75 -0.16
N 0.04 -1.71 0.62
C 0.43 -1.08 -0.30
C -0.27 0.09 1.06
C 0.57 0.19 -1.00
H 0.51 0.48 1.64
H -1.23 -0.12 1.56
H 1.47 0.74 -0.73
H 0.46 0.20 -2.18
H -1.43 0.46 -0.51
*
```

* LUMO: -6.16 eV
* molecular weight: 69.09 g mol⁻¹
* highest occupied orbital energy: -16.39 eV
* orbital gap: 10.224 eV



ii | Computed, not measured: the ion C3H5N2 with charge +1, with ωB97M-V/def2-TZVPD.

Structure (ORCA input):
```
! wB97M-V def2-TZVPD RIJCOSX def2/J DEFGRID3
* xyz 1 1
N -0.07 0.11 -1.25
N -0.63 -1.35 0.30
C 0.59 1.75 0.50
C -0.07 -1.13 -0.80
C 0.11 1.01 -0.41
H -0.87 -0.53 0.75
H 1.42 2.48 0.29
H 0.28 -2.04 -1.47
H 0.04 2.04 1.37
H -0.80 -2.34 0.72
*
```

* LUMO: -5.31 eV
* molecular weight: 69.09 g mol⁻¹
* SMILES string: C=C=NC=[NH2+]
* highest occupied orbital energy: -15.17 eV
* orbital gap: 9.863 eV



Which of them is most stable, and which least? Most stable: ii; least stable: i.



i | Computed, not measured: an isolated molecule of C4H11N3, with ωB97M-V/def2-TZVPD.

Structure (ORCA input):
```
! wB97M-V def2-TZVPD RIJCOSX def2/J DEFGRID3
* xyz 0 1
N -2.47 -0.06 1.16
N 2.05 0.72 0.27
N -0.85 1.36 -0.83
C -0.71 0.00 -0.54
C 0.50 -0.68 -1.10
C 1.67 -0.65 -0.13
C -1.54 -0.65 0.27
H 0.78 -0.22 -2.04
H -1.18 1.96 -0.09
H -2.46 -0.36 2.12
H 2.77 0.62 0.99
H 2.53 -1.16 -0.56
H -0.08 1.81 -1.30
H -2.55 0.94 1.09
H -1.45 -1.71 0.45
H 1.39 -1.26 0.74
H 0.32 -1.74 -1.32
H 1.28 1.09 0.83
*
```

* LUMO: 0.96 eV
* molecular weight: 101.15 g mol⁻¹
* SMILES string: N/C=C(\N)CCN
* highest occupied orbital energy: -7.14 eV
* orbital gap: 8.107 eV



ii | Computed, not measured: a cluster of 2 separate species, C4H11N3 in total, with ωB97M-V/def2-TZVPD.

Structure (ORCA input):
```
! wB97M-V def2-TZVPD RIJCOSX def2/J DEFGRID3
* xyz 0 1
N 1.56 1.18 0.83
N 0.49 0.61 1.42
N 0.71 -0.79 1.54
C -1.90 -0.71 -0.78
C 2.65 0.76 0.35
C -0.85 -1.29 -1.35
C -2.14 0.73 -0.70
H 1.73 -1.05 1.76
H 3.37 1.44 0.03
H -1.45 1.05 -1.55
H -0.12 -0.79 -1.94
H -2.56 -1.47 -0.34
H -1.74 1.01 0.30
H 1.36 2.25 0.69
H -0.64 -2.33 -1.49
H 2.84 -0.23 0.33
H -3.20 0.97 -0.79
H -0.11 -1.35 1.70
*
```

* LUMO (alpha / beta): 0.94 / 0.94 eV
* molecular weight: 101.15 g mol⁻¹
* highest occupied orbital energy (alpha / beta): -6.92 / -6.92 eV
* orbital gap (alpha / beta): 7.859 / 7.860 eV



Which of them is most stable, and which least? Most stable: i; least stable: ii.



i | Computed, not measured: a cluster of 2 separate species, C4H11N3 in total, with ωB97M-V/def2-TZVPD.

Structure (ORCA input):
```
! wB97M-V def2-TZVPD RIJCOSX def2/J DEFGRID3
* xyz 0 1
N -1.78 -1.33 0.25
N 0.82 -0.24 0.19
N 1.65 -1.18 0.86
C 0.95 1.04 0.87
C 1.16 -0.13 -1.28
C -2.32 -0.25 0.07
C -3.19 0.69 -0.23
H 0.26 1.75 0.43
H -3.52 0.85 -1.24
H -0.79 -1.33 0.49
H 1.42 -2.11 0.53
H 0.50 0.59 -1.76
H 1.96 1.46 0.79
H 2.20 0.19 -1.40
H -3.68 1.25 0.54
H 0.71 0.89 1.92
H 2.64 -1.02 0.69
H 1.02 -1.11 -1.73
*
```

* LUMO: 0.90 eV
* molecular weight: 101.15 g mol⁻¹
* SMILES string: CN(C)N.C=C=N
* highest occupied orbital energy: -8.34 eV
* orbital gap: 9.247 eV



ii | Computed, not measured: an isolated molecule of C4H11N3, with ωB97M-V/def2-TZVPD.

Structure (ORCA input):
```
! wB97M-V def2-TZVPD RIJCOSX def2/J DEFGRID3
* xyz 0 1
N 1.48 -1.36 -1.46
N -1.60 0.32 -0.27
N -1.56 -0.48 2.30
C -0.34 -0.03 1.69
C -0.39 0.40 0.41
C 0.80 0.89 -0.44
C 0.92 -0.02 -1.68
H 1.63 -1.64 -0.49
H 1.54 0.53 -2.41
H -1.76 0.85 -1.09
H -2.30 -0.31 0.06
H -1.39 -0.73 3.27
H 2.45 -1.24 -1.76
H -2.30 0.21 2.26
H 0.57 1.95 -0.63
H -0.05 -0.17 -2.14
H 0.59 -0.06 2.22
H 1.71 0.90 0.16
*
```

* LUMO: 1.08 eV
* molecular weight: 101.15 g mol⁻¹
* SMILES string: N/C=C(\N)CCN
* highest occupied orbital energy: -7.16 eV
* orbital gap: 8.240 eV



Which of them is most stable, and which least? Most stable: ii; least stable: i.



i | Computed, not measured: a cluster of 2 separate species, C4H11N3 in total, with ωB97M-V/def2-TZVPD.

Structure (ORCA input):
```
! wB97M-V def2-TZVPD RIJCOSX def2/J DEFGRID3
* xyz 0 1
N 0.72 -1.91 1.25
N 0.86 0.32 0.59
N 0.71 -1.46 -1.04
C 1.70 1.19 -0.24
C -2.79 0.00 -0.16
C -1.90 0.92 0.32
C 0.73 -1.08 0.29
H -3.68 -0.21 0.41
H 1.02 0.45 1.59
H 1.57 -2.32 1.61
H 0.85 -0.79 -1.78
H 1.09 1.47 -1.10
H -2.04 1.30 1.33
H -3.16 0.08 -1.17
H -1.47 1.62 -0.39
H 2.62 0.74 -0.63
H 2.03 2.05 0.35
H 1.13 -2.36 -1.22
*
```

* LUMO: 0.79 eV
* molecular weight: 101.15 g mol⁻¹
* SMILES string: [H]/N=C(/N)NC.C=C
* highest occupied orbital energy: -7.86 eV
* orbital gap: 8.654 eV



ii | Computed, not measured: a cluster of 2 separate species, C4H11N3 in total, with ωB97M-V/def2-TZVPD.

Structure (ORCA input):
```
! wB97M-V def2-TZVPD RIJCOSX def2/J DEFGRID3
* xyz 0 1
N 2.26 0.03 -1.18
N 2.44 -0.74 1.02
N -0.90 0.51 -0.49
C -2.58 -1.15 -0.25
C 2.77 0.09 0.07
C -1.49 -0.47 0.45
C -0.71 1.65 0.06
H -0.64 -1.10 0.78
H 2.49 0.73 -1.85
H -3.25 -0.30 -0.50
H -0.08 2.46 -0.47
H 3.06 -0.57 1.83
H 3.56 0.87 0.24
H -2.30 -1.60 -1.18
H -3.21 -1.84 0.37
H 1.40 -0.50 -1.28
H -1.79 0.04 1.37
H -1.04 1.90 1.01
*
```

* LUMO: 0.98 eV
* molecular weight: 101.15 g mol⁻¹
* SMILES string: [H]/N=C/N.C=NCC
* highest occupied orbital energy: -9.07 eV
* orbital gap: 10.045 eV



iii | Computed, not measured: an isolated molecule of C4H11N3, with ωB97M-V/def2-TZVPD.

Structure (ORCA input):
```
! wB97M-V def2-TZVPD RIJCOSX def2/J DEFGRID3
* xyz 0 1
N 1.95 1.76 -0.03
N 0.81 -1.48 -0.06
N -1.67 -2.08 -1.08
C -0.02 0.58 1.06
C 0.55 1.86 0.37
C -0.28 -0.65 0.26
C -1.49 -0.95 -0.23
H 0.46 2.67 1.17
H 0.74 0.26 1.79
H -2.39 -0.44 0.04
H -0.07 2.30 -0.42
H 1.54 -1.51 0.63
H 1.92 2.43 -0.79
H 0.70 -2.31 -0.62
H -2.66 -2.21 -1.24
H -0.98 0.97 1.47
H 2.10 0.80 -0.33
H -1.22 -1.99 -1.98
*
```

* LUMO: 1.02 eV
* molecular weight: 101.15 g mol⁻¹
* SMILES string: N/C=C(\N)CCN
* highest occupied orbital energy: -7.35 eV
* orbital gap: 8.364 eV



iv | Computed, not measured: a cluster of 2 separate species, C4H11N3 in total, with ωB97M-V/def2-TZVPD.

Structure (ORCA input):
```
! wB97M-V def2-TZVPD RIJCOSX def2/J DEFGRID3
* xyz 0 1
N 1.64 1.17 -0.73
N 0.02 -2.10 -1.20
N 1.02 -0.75 1.07
C -0.37 -0.85 0.90
C -0.75 -1.61 -0.34
C 0.64 1.33 -1.49
C -1.24 0.66 0.77
H -0.80 1.37 1.47
H 1.25 -0.41 1.99
H -1.82 -1.66 -0.53
H 0.15 2.29 -1.68
H -1.37 1.09 -0.22
H 1.46 -0.05 0.30
H 0.19 0.44 -1.93
H 1.00 -2.03 -0.92
H -0.84 -1.30 1.77
H 2.04 2.03 -0.35
H -2.23 0.38 1.11
*
```

* LUMO: 0.87 eV
* molecular weight: 101.15 g mol⁻¹
* SMILES string: [H]/N=C\[C@H](C)N.C=N
* highest occupied orbital energy: -8.68 eV
* orbital gap: 9.547 eV



Which of them is most stable, and which least? Most stable: iii; least stable: i.



i | Computed, not measured: a cluster of 2 separate species, C5H13N in total, with ωB97M-V/def2-TZVPD.

Structure (ORCA input):
```
! wB97M-V def2-TZVPD RIJCOSX def2/J DEFGRID3
* xyz 0 1
N 3.56 0.03 0.18
C -2.88 1.48 -0.16
C 2.52 -0.83 0.81
C 3.62 -0.11 -1.09
C -1.14 -0.28 0.20
C -2.66 -0.01 0.09
H -2.83 2.15 0.72
H -3.11 -0.35 1.01
H 1.81 -1.14 0.06
H -0.80 0.33 1.04
H 3.60 -1.11 -1.59
H 2.12 -0.27 1.65
H 3.01 -1.78 1.10
H 4.11 0.60 -1.77
H -1.13 -1.34 0.53
H -0.60 -0.32 -0.73
H -3.14 -0.65 -0.66
H -2.17 1.97 -0.82
H -3.89 1.62 -0.57
*
```

* LUMO: 0.94 eV
* molecular weight: 87.17 g mol⁻¹
* SMILES string: C=NC.CCC
* highest occupied orbital energy: -9.31 eV
* orbital gap: 10.248 eV



ii | Computed, not measured: a cluster of 2 separate species, C5H13N in total, with ωB97M-V/def2-TZVPD.

Structure (ORCA input):
```
! wB97M-V def2-TZVPD RIJCOSX def2/J DEFGRID3
* xyz 0 1
N -0.08 0.66 -2.36
C -0.16 1.06 2.04
C 1.87 -0.08 1.08
C -0.45 -0.54 -2.01
C -1.86 -0.82 -1.62
C 0.36 0.07 1.02
H 0.10 0.46 -0.01
H 2.20 -0.83 0.35
H -2.40 -1.22 -2.49
H 0.26 2.06 1.88
H 0.87 0.64 -2.74
H 2.37 0.86 0.84
H -1.87 -1.57 -0.83
H -0.12 -0.90 1.17
H -1.25 1.13 1.98
H -2.36 0.09 -1.28
H 0.22 -1.40 -2.16
H 2.20 -0.40 2.07
H 0.09 0.75 3.06
*
```

* LUMO: 1.07 eV
* molecular weight: 87.17 g mol⁻¹
* SMILES string: [H]/N=C/C.CCC
* highest occupied orbital energy: -10.18 eV
* orbital gap: 11.252 eV



Which of them is most stable, and which least? Most stable: ii; least stable: i.



i | Computed, not measured: an isolated molecule of C5H13N, with ωB97M-V/def2-TZVPD.

Structure (ORCA input):
```
! wB97M-V def2-TZVPD RIJCOSX def2/J DEFGRID3
* xyz 0 1
N 0.01 0.06 -0.12
C 0.02 1.54 0.16
C 1.18 -0.58 0.44
C -2.45 -0.22 -0.40
C -1.19 -0.62 0.34
C 2.43 -0.28 -0.45
H -3.22 -1.11 -0.37
H 0.18 1.72 1.23
H -1.09 -1.72 0.25
H -2.88 0.72 -0.01
H 2.17 -0.78 -1.51
H -0.98 1.92 -0.18
H 1.13 -1.66 0.44
H -1.39 -0.36 1.43
H -2.23 -0.12 -1.51
H 1.41 -0.29 1.51
H 2.63 0.88 -0.66
H 0.80 2.10 -0.36
H 3.42 -0.69 -0.01
*
```

* LUMO: 1.17 eV
* molecular weight: 87.17 g mol⁻¹
* SMILES string: CCN(C)CC
* highest occupied orbital energy: -8.56 eV
* orbital gap: 9.726 eV



ii | Computed, not measured: a structure of composition C5H13N, with ωB97M-V/def2-TZVPD.

Structure (ORCA input):
```
! wB97M-V def2-TZVPD RIJCOSX def2/J DEFGRID3
* xyz 0 1
N -1.49 -0.52 1.26
C 1.40 -1.36 1.23
C 0.02 -1.00 0.61
C -0.30 2.25 -0.97
C 0.25 -0.28 -0.78
C -0.72 0.78 -1.24
H -0.87 2.91 -1.62
H -1.58 -1.31 1.92
H 0.77 2.41 -1.09
H 2.07 -0.50 1.10
H 1.37 -1.70 2.25
H -0.46 -0.07 1.45
H 1.88 -2.15 0.64
H -1.64 0.60 -0.67
H 1.31 -0.06 -0.85
H -0.58 2.51 0.05
H -1.09 0.60 -2.25
H -0.35 -2.00 0.42
H 0.01 -1.12 -1.46
*
```

* LUMO: 0.83 eV
* molecular weight: 87.17 g mol⁻¹
* highest occupied orbital energy: -9.09 eV
* orbital gap: 9.914 eV



Which of them is most stable, and which least? Most stable: i; least stable: ii.



i | Computed, not measured: a cluster of 2 separate species, C5H13N in total, with ωB97M-V/def2-TZVPD.

Structure (ORCA input):
```
! wB97M-V def2-TZVPD RIJCOSX def2/J DEFGRID3
* xyz 0 1
N 1.20 -0.63 1.24
C -2.07 -0.11 -0.66
C -2.77 -0.43 0.42
C 2.48 -0.71 0.55
C 2.62 0.44 -0.43
C -2.04 1.26 -1.25
H -2.64 1.95 -0.65
H 3.35 -0.72 1.22
H 3.59 0.32 -0.93
H 1.87 0.36 -1.21
H 2.63 1.41 0.06
H -1.01 1.62 -1.21
H 1.05 0.30 1.63
H -3.50 0.28 0.81
H 1.09 -1.30 2.00
H -1.50 -0.87 -1.19
H 2.49 -1.64 -0.02
H -2.70 -1.38 0.92
H -2.38 1.31 -2.28
*
```

* LUMO: 1.13 eV
* molecular weight: 87.17 g mol⁻¹
* SMILES string: C=CC.CCN
* highest occupied orbital energy: -9.03 eV
* orbital gap: 10.158 eV



ii | Computed, not measured: a cluster of 3 separate species, C5H13N in total, with ωB97M-V/def2-TZVPD.

Structure (ORCA input):
```
! wB97M-V def2-TZVPD RIJCOSX def2/J DEFGRID3
* xyz 0 1
N -0.16 -0.04 -0.14
C -0.77 -0.36 1.16
C -1.70 -1.31 -1.43
C 0.68 1.82 0.31
C 1.03 -0.79 -0.55
C 1.71 2.06 1.11
H -1.69 0.22 1.27
H -0.09 -0.08 1.96
H 1.31 -0.48 -1.55
H 2.23 1.26 1.64
H -1.04 -1.42 1.20
H 1.85 -0.56 0.13
H -2.70 -0.94 -1.23
H 2.10 3.06 1.28
H -0.79 0.36 -0.90
H -1.54 -2.31 -1.02
H 0.81 -1.86 -0.56
H 0.15 2.61 -0.22
H -1.38 -1.24 -2.47
*
```

* LUMO (alpha / beta): 0.75 / 1.01 eV
* molecular weight: 87.17 g mol⁻¹
* highest occupied orbital energy (alpha / beta): -5.98 / -7.30 eV
* orbital gap (alpha / beta): 6.730 / 8.317 eV



Which of them is most stable, and which least? Most stable: i; least stable: ii.